one | Formula: C48H108N4O8
Source: the Open Molecules 2025 dataset
Level of theory: wB97M-V/def2-TZVPD

Summary:
SMILES string: CC1(C)CCCC(C)(C)N1O.CC1(C)CCCC(C)(C)N1O.CC1(C)CCCC(C)(C)N1O.CC1(C)CCCC(C)(C)N1O.CC(C)O.CC(C)O.CC(C)O.CC(C)O
M: 869.412 g mol⁻¹
frontier orbital gap: 8.66 eV
E_HOMO: -8.1 eV
2S+1: 1

Element x y z (Å)
C: 12.08933 -5.97560 2.50155
C: 11.40683 -5.63269 3.74869
C: 10.11361 -4.74561 3.57524
O: 11.03929 -6.83864 4.33682
H: 12.28031 -5.18264 1.77849
H: 11.46477 -6.60212 1.86474
H: 13.00542 -6.55983 2.58860
H: 12.06412 -5.08981 4.42793
H: 9.38734 -5.36791 3.05239
H: 10.30094 -3.85236 2.97931
H: 9.50452 -4.57181 4.46232
H: 10.24530 -7.17370 3.91385
C: 8.73558 -6.25704 -0.69422
C: 9.63269 -7.48933 -0.82718
C: 10.16331 -7.97949 0.41435
O: 8.76409 -8.46889 -1.44811
H: 8.36418 -6.30598 0.32939
H: 7.90296 -6.11604 -1.38340
H: 9.41965 -5.40846 -0.70254
H: 10.41655 -7.19035 -1.52308
H: 10.79655 -7.21883 0.87097
H: 10.75074 -8.88904 0.28894
H: 9.31208 -8.14632 1.07441
H: 8.41041 -8.95324 -0.69851
C: 8.05672 -6.87649 5.65414
C: 8.46755 -7.64436 6.91684
C: 9.46213 -6.80954 7.82215
O: 7.47703 -7.97372 7.70970
H: 7.81268 -5.82737 5.82112
H: 7.14264 -7.32444 5.26437
H: 8.80413 -6.83776 4.86169
H: 8.83312 -8.64852 6.70205
H: 9.83577 -7.33401 8.70159
H: 9.16723 -5.80165 8.11420
H: 10.36003 -6.60705 7.23831
H: 6.84331 -7.25262 7.70457
C: 5.32968 -1.14443 2.51332
C: 4.89948 -1.28946 1.04448
C: 4.88932 0.01545 0.25923
O: 5.95846 -2.07516 0.42818
H: 4.58321 -0.93973 3.28077
H: 6.05719 -0.33621 2.58822
H: 5.99471 -1.94714 2.83190
H: 3.91992 -1.76499 0.99525
H: 4.76953 -0.25962 -0.78867
H: 5.85219 0.52401 0.30761
H: 4.13079 0.76385 0.48865
H: 5.97275 -2.92941 0.86596
C: 6.86341 -9.47072 4.55243
C: 7.08547 -9.53570 2.97569
C: 8.11837 -8.41091 2.37462
C: 9.57069 -8.56439 2.74218
C: 10.02102 -9.93350 2.32748
C: 9.11129 -11.17714 2.74250
N: 7.62351 -10.88489 2.61208
O: 6.74066 -11.95559 2.77813
C: 9.54054 -12.24623 1.75662
C: 9.36819 -11.58535 4.15084
C: 5.82826 -9.22559 2.17595
H: 7.35295 -10.30057 5.06213
H: 5.82222 -9.72080 4.75610
H: 7.39430 -8.66597 5.06098
H: 8.04437 -8.51795 1.29242
H: 7.80326 -7.42166 2.70658
H: 9.57704 -8.44399 3.82550
H: 10.12205 -7.67278 2.44363
H: 10.92312 -9.86844 2.93582
H: 10.36760 -9.97898 1.29505
H: 9.32683 -11.89629 0.74669
H: 10.59226 -12.48890 1.90860
H: 9.04745 -13.20502 1.91690
H: 9.66418 -10.69498 4.70558
H: 8.56546 -11.98049 4.77340
H: 10.26499 -12.20086 4.22165
H: 4.99237 -9.81094 2.55903
H: 5.71902 -9.36396 1.10030
H: 5.49993 -8.21031 2.39846
H: 6.53240 -11.90933 3.71412
C: 3.52720 -2.95492 6.90328
C: 4.88312 -3.30011 7.65720
C: 5.57179 -1.98734 8.14467
C: 6.72267 -2.23686 9.11749
C: 6.17668 -3.02276 10.32160
C: 5.51483 -4.37854 9.89956
N: 4.52039 -4.20758 8.79786
O: 3.97309 -5.34837 8.43596
C: 6.66437 -5.43485 9.59642
C: 4.85067 -5.07071 11.14963
C: 5.78561 -4.11569 6.64657
H: 2.87915 -3.81763 6.74875
H: 3.65063 -2.50467 5.91833
H: 2.90835 -2.44463 7.64133
H: 5.80699 -1.33068 7.30706
H: 4.76154 -1.35214 8.50259
H: 7.04023 -1.22121 9.35345
H: 7.48503 -2.73488 8.51841
H: 5.51384 -2.52339 11.02827
H: 6.97569 -3.19659 11.04233
H: 7.27529 -5.17220 8.73276
H: 7.29434 -5.61501 10.46749
H: 6.36304 -6.43862 9.29687
H: 4.48562 -6.05453 10.85481
H: 5.49657 -5.18780 12.01980
H: 3.97580 -4.62432 11.62234
H: 5.31485 -4.23191 5.67036
H: 6.15236 -5.06621 7.03402
H: 6.76279 -3.88282 6.22350
H: 3.26437 -5.28512 9.08040
C: 2.91396 -4.30711 1.69832
C: 4.17730 -5.11756 2.26153
C: 4.82112 -5.65663 0.95697
C: 6.21641 -6.17935 1.08612
C: 7.06192 -4.96164 1.66123
C: 6.60869 -4.58366 3.05624
N: 5.20206 -4.14576 2.94064
O: 4.68307 -3.73371 4.21642
C: 6.77031 -5.76162 4.16763
C: 7.53655 -3.41018 3.56040
C: 3.58622 -6.46361 3.08562
H: 2.02359 -4.93047 1.78059
H: 3.02169 -3.85782 0.71109
H: 2.57263 -3.42765 2.24436
H: 4.22976 -6.42843 0.46432
H: 4.84332 -4.83851 0.23705
H: 6.59033 -6.48853 0.11006
H: 6.27300 -7.02483 1.77173
H: 6.91225 -4.14435 0.95572
H: 8.13481 -5.10984 1.53861
H: 7.82032 -6.03393 4.27453
H: 6.40781 -5.43784 5.14326
H: 6.21533 -6.66061 3.89945
H: 7.51794 -2.49201 2.97327
H: 7.22448 -3.00189 4.52165
H: 8.60983 -3.59882 3.53625
H: 3.54185 -7.41260 2.55125
H: 2.61025 -6.16247 3.46627
H: 4.07817 -6.56844 4.05263
H: 4.32698 -2.84832 4.11212
C: 1.14693 -8.90061 -0.94375
C: 1.05390 -7.65958 0.01745
C: 1.58935 -6.45808 -0.84254
C: 1.26819 -5.12434 -0.07890
C: -0.30373 -4.89942 -0.06731
C: -1.01472 -6.04370 0.68627
N: -0.35345 -7.38225 0.35816
O: -0.94096 -8.43802 1.15779
C: -1.06272 -5.76550 2.21080
C: -2.54300 -6.04546 0.27905
C: 1.98994 -7.83198 1.28288
H: 0.69654 -9.80336 -0.53108
H: 2.10268 -9.14180 -1.40903
H: 0.47189 -8.96786 -1.79692
H: 2.67312 -6.40114 -0.94400
H: 1.11171 -6.36506 -1.81789
H: 1.82511 -4.38142 -0.64988
H: 1.72680 -5.14516 0.90971
H: -0.70020 -4.55054 -1.02083
H: -0.47031 -4.06620 0.61540
H: -1.36284 -6.62391 2.81176
H: -0.02967 -5.58646 2.50889
H: -1.64817 -4.85179 2.31323
H: -3.15824 -6.23122 1.15943
H: -2.82436 -5.03457 -0.01597
H: -2.67934 -6.55514 -0.67475
H: 1.72864 -8.71799 1.86150
H: 1.74137 -7.18208 2.12190
H: 3.05074 -7.97907 1.07996
H: -1.18127 -9.01033 0.42545

two | Formula: C48H108N4O8
Source: the Open Molecules 2025 dataset
Level of theory: wB97M-V/def2-TZVPD

Summary:
SMILES string: CC1(C)CCCC(C)(C)N1O.CC1(C)CCCC(C)(C)N1O.CC1(C)CCCC(C)(C)N1O.CC1(C)CCCC(C)(C)N1O.CC(C)O.CC(C)O.CC(C)O.CC(C)O
M: 869.412 g mol⁻¹
frontier orbital gap: 8.19 eV
E_HOMO: -7.8 eV
2S+1: 1

Element x y z (Å)
C: -6.32260 7.01866 -1.20382
C: -5.75689 5.64079 -0.94661
C: -6.79612 4.73243 -1.58130
C: -6.32513 3.37720 -2.00035
C: -4.99506 3.37666 -2.69706
C: -3.90714 4.24416 -2.21309
N: -4.49757 5.51938 -1.59652
O: -3.64385 6.48760 -1.23072
C: -3.18421 3.56931 -1.04071
C: -2.95703 4.54583 -3.45951
C: -5.54711 5.29802 0.54839
H: -5.79202 7.87852 -0.79490
H: -7.37716 7.15509 -0.96423
H: -6.35362 7.16748 -2.28316
H: -7.68265 4.71239 -0.94746
H: -7.10929 5.10850 -2.55526
H: -6.95659 2.73500 -2.61431
H: -6.32624 2.90022 -1.02026
H: -5.20013 3.53189 -3.75628
H: -4.78550 2.30809 -2.64873
H: -2.44633 2.88954 -1.46678
H: -2.63389 4.35811 -0.52783
H: -3.83797 3.13950 -0.28180
H: -2.07869 5.14760 -3.22615
H: -2.52894 3.66295 -3.93422
H: -3.45696 5.13659 -4.22709
H: -5.15197 4.30126 0.74443
H: -6.44340 5.44956 1.14989
H: -4.90106 5.95947 1.12563
H: -3.82422 7.04304 -1.99265
C: 3.07973 0.52161 1.08072
C: 1.61475 0.14567 1.50280
C: 0.97478 1.43262 2.18950
C: -0.49682 1.33400 2.30698
C: -1.13745 1.13137 1.02885
C: -0.70410 0.04960 0.11890
N: 0.78406 -0.16226 0.29475
O: 1.29719 -1.17365 -0.41984
C: -1.44128 -1.28236 0.46512
C: -0.99615 0.45576 -1.30718
C: 1.60385 -1.07193 2.55058
H: 3.06533 1.36186 0.38655
H: 3.29136 -0.43537 0.60376
H: 3.75653 0.92288 1.83505
H: 1.60625 1.53401 3.07215
H: 1.28365 2.23938 1.52480
H: -0.92957 2.23640 2.73885
H: -0.66884 0.45743 2.93159
H: -1.13281 2.12480 0.58031
H: -2.21048 1.00792 1.17544
H: -1.10135 -2.03081 -0.25069
H: -1.08221 -1.66783 1.41937
H: -2.51995 -1.13036 0.42704
H: -1.99273 0.83960 -1.52530
H: -0.30336 1.29421 -1.37907
H: -0.80752 -0.28962 -2.07979
H: 0.59735 -1.45251 2.72442
H: 2.09858 -0.77376 3.47493
H: 2.20341 -1.86452 2.10287
H: 1.99836 -0.65171 -0.81676
C: 9.99491 -2.46249 -0.26829
C: 8.68039 -2.05628 -0.90011
C: 7.51695 -2.88152 -0.21180
C: 6.79563 -2.26224 0.96707
C: 6.59359 -0.73792 0.89686
C: 7.89471 0.05763 0.47921
N: 8.35560 -0.60692 -0.81932
O: 9.26175 0.12676 -1.56232
C: 7.46706 1.45271 0.03217
C: 8.85250 0.16352 1.61850
C: 8.71779 -2.49404 -2.42344
H: 10.86304 -1.83923 -0.48277
H: 10.25942 -3.51812 -0.32977
H: 9.73183 -2.41432 0.78839
H: 6.78474 -3.21671 -0.94638
H: 7.87428 -3.82351 0.20421
H: 7.28075 -2.48809 1.91668
H: 5.87941 -2.85174 1.00105
H: 6.05830 -0.35008 1.76354
H: 5.87622 -0.74099 0.07621
H: 6.82354 1.43323 -0.84737
H: 6.85806 2.13153 0.62919
H: 8.33162 2.00935 -0.32948
H: 8.56004 0.96472 2.29722
H: 8.87781 -0.74448 2.22098
H: 9.90561 0.29888 1.37204
H: 9.68363 -2.15507 -2.79808
H: 8.10691 -1.93253 -3.13028
H: 8.56340 -3.57303 -2.43046
H: 9.97637 0.15843 -0.92209
C: -4.27364 -3.87410 -4.22899
C: -3.79047 -2.97742 -3.03738
C: -4.86292 -1.90974 -2.72937
C: -6.13254 -2.42335 -1.98806
C: -5.55590 -3.09139 -0.70886
C: -4.50803 -4.15932 -0.96220
N: -3.40178 -3.61574 -1.75775
O: -2.32982 -4.48251 -1.90527
C: -3.85407 -4.38711 0.44405
C: -5.06687 -5.50852 -1.49826
C: -2.67729 -2.09839 -3.62401
H: -3.47912 -4.55823 -4.52703
H: -4.48290 -3.26856 -5.11082
H: -5.27190 -4.29142 -4.09692
H: -4.44924 -1.19130 -2.02169
H: -5.21052 -1.42714 -3.64280
H: -6.75676 -3.12693 -2.53892
H: -6.67637 -1.54799 -1.63298
H: -6.33860 -3.57555 -0.12482
H: -5.17018 -2.33127 -0.02949
H: -3.35966 -3.50787 0.85711
H: -4.57783 -4.71102 1.19193
H: -3.09562 -5.16954 0.41832
H: -5.95989 -5.41416 -2.11610
H: -4.25871 -5.87112 -2.13348
H: -5.31209 -6.12590 -0.63408
H: -2.99118 -1.70256 -4.58987
H: -1.70001 -2.57021 -3.72608
H: -2.35584 -1.25690 -3.01029
H: -1.61291 -3.84417 -1.91810
C: -1.14097 -0.04447 8.66411
C: -0.83156 1.17562 7.83552
C: -0.22607 0.71947 6.47983
O: -2.02086 1.81796 7.51374
H: -1.89339 -0.73986 8.29207
H: -1.30214 0.30103 9.68526
H: -0.25645 -0.67952 8.71340
H: -0.12153 1.79922 8.37873
H: 0.25661 1.60492 6.06619
H: -0.93450 0.24753 5.79903
H: 0.60738 0.02016 6.54653
H: -2.63683 1.18218 7.14230
C: 1.81560 -4.93815 0.48675
C: 2.23672 -5.25597 -0.93126
C: 3.16160 -4.26669 -1.63274
O: 2.84006 -6.56790 -1.06364
H: 0.89857 -4.34897 0.48617
H: 2.59203 -4.38402 1.01421
H: 1.50888 -5.74061 1.15763
H: 1.32862 -5.13486 -1.52186
H: 3.83085 -3.74067 -0.95194
H: 2.61288 -3.38260 -1.95740
H: 3.83345 -4.64967 -2.40089
H: 3.09835 -6.55597 -1.98817
C: -3.92097 3.01401 3.32544
C: -3.29037 3.16175 4.69333
C: -2.77317 4.60067 5.03775
O: -4.29141 2.75912 5.49338
H: -4.94417 3.38694 3.27974
H: -3.94022 1.95155 3.08276
H: -3.30194 3.58860 2.63641
H: -2.42818 2.52974 4.90617
H: -3.57880 5.32466 4.91572
H: -1.96844 4.87846 4.35706
H: -2.44149 4.75922 6.06388
H: -4.81240 2.16091 4.95273
C: 4.60565 0.59248 -3.91826
C: 3.49377 -0.40199 -3.89762
C: 2.48293 -0.10513 -4.97484
O: 4.03211 -1.67580 -4.22295
H: 5.39928 0.35822 -3.20876
H: 4.44131 1.65154 -3.71956
H: 5.11897 0.54107 -4.87845
H: 3.08507 -0.39529 -2.88717
H: 1.93994 0.83683 -4.89759
H: 1.75446 -0.91573 -4.95627
H: 2.87501 0.09538 -5.97193
H: 3.38135 -2.26067 -4.61796

two is favored, and the nearest alternative lies 1179.9 kJ/mol above it.

one | Formula: C6H7N3O2
Source: the Open Molecules 2025 dataset
Level of theory: wB97M-V/def2-TZVPD

Summary:
SMILES string: C=C(C)c1nonc1NC=O
M: 153.141 g mol⁻¹
frontier orbital gap: 9.89 eV
E_HOMO: -9.6 eV
2S+1: 1

Element x y z (Å)
C: -0.44314 0.83369 -0.16911
C: -0.10060 -0.38264 -1.33552
C: 1.10982 -2.27942 -2.04792
C: -0.27203 0.60685 1.24844
C: 0.10409 1.86162 1.86630
C: -0.77058 -0.46006 1.86573
N: -0.35047 0.21920 -2.43972
N: -0.70686 1.84016 -0.89844
N: 0.37523 -1.64525 -1.08973
O: 1.86226 -3.17215 -1.83524
O: -0.75691 1.47866 -2.24288
H: 0.78862 -2.07267 -3.05503
H: 0.27035 1.71290 2.97744
H: 1.03057 2.25862 1.39860
H: -0.77500 2.52561 1.71193
H: -1.05710 -1.29165 1.22286
H: -0.93634 -0.27436 2.96814
H: 0.62809 -1.75912 -0.14585

two | Formula: C6H7N3O2
Source: the Open Molecules 2025 dataset
Level of theory: wB97M-V/def2-TZVPD

Summary:
M: 153.141 g mol⁻¹
frontier orbital gap (spin up / spin down): 7.73 / 8.10 eV
E_HOMO (spin up / spin down): -9.7 / -10.2 eV
2S+1: 1

Element x y z (Å)
C: -0.45472 -0.27783 1.41777
C: -1.34031 -1.22775 -0.86846
C: 1.50634 1.89576 0.34883
C: 1.10296 -0.35758 -0.50637
C: -0.26138 -0.63466 0.05783
C: -2.30003 -2.07364 -0.07847
N: -0.72084 -0.14812 2.53766
N: 1.07077 1.06462 -0.65507
N: 1.97855 3.07513 -0.13238
O: -1.20757 -1.09839 -2.05892
O: 1.37511 1.65360 1.55694
H: 1.94008 -0.79616 -0.01900
H: 1.20867 -0.94816 -1.37796
H: -2.10735 -3.11354 -0.00229
H: -3.27723 -2.21187 -0.61547
H: -2.32263 -1.70506 0.95326
H: 1.83876 3.13633 -1.09460
H: 1.97083 3.76733 0.53670

two is favored, and the nearest alternative lies 43.4 kJ/mol above it.

one | Formula: CHFNO3
Source: the Open Molecules 2025 dataset
Level of theory: wB97M-V/def2-TZVPD

Summary:
M: 94.021 g mol⁻¹
frontier orbital gap (spin up / spin down): 9.06 / 8.94 eV
charge: -1
E_HOMO (spin up / spin down): -5.7 / -5.6 eV
2S+1: 1

Element x y z (Å)
C: -1.24307 -1.28469 0.13118
N: 0.09170 -0.57169 -0.38874
O: -1.96782 -0.44672 0.59950
O: -1.25743 -2.40990 -0.28347
O: 1.21583 -1.00166 -0.72393
F: 2.34761 -1.38552 0.70777
H: 0.10836 0.51185 -0.06552

two | Formula: CHFNO3
Source: the Open Molecules 2025 dataset
Level of theory: wB97M-V/def2-TZVPD

Summary:
M: 94.021 g mol⁻¹
frontier orbital gap (spin up / spin down): 8.16 / 8.13 eV
charge: -1
E_HOMO (spin up / spin down): -4.2 / -4.2 eV
2S+1: 1

Element x y z (Å)
C: -1.10502 -1.35097 -0.09172
N: -0.05553 -0.52216 -0.39892
O: -1.87218 -0.42956 -0.56236
O: -1.26075 -2.46006 0.31510
O: 1.91696 -1.00600 0.51979
F: 2.77104 -0.74602 -0.54471
H: 0.07597 0.22898 0.26588

one is favored, and the nearest alternative lies 261.2 kJ/mol above it.